1.
{
  "formula": "C5H8N",
  "method": "the ωB97M-V functional and the def2-TZVPD basis",
  "homo_ev": [-14.948, -14.949],
  "orbital_gap_ev": [7.86, 7.86],
  "de_lowest_kcal_mol": 132.5,
  "e_lumo_ev": [-7.0935, -7.0880],
  "total_charge": 1,
  "multiplicity": 1,
  "elements": ["C", "C", "C", "C", "C", "N", "H", "H", "H", "H", "H", "H", "H", "H"],
  "xyz": [[0.085, 1.433, 2.311], [1.075, 1.471, 1.535], [0.310, -0.164, -0.031], [0.711, -1.481, -0.686], [-1.065, 0.386, -0.424], [1.133, 0.412, 0.695], [-0.165, 0.860, 3.210], [1.698, 2.306, 1.182], [1.715, -1.495, -1.167], [-0.119, -1.816, -1.226], [1.013, -2.072, 0.145], [-1.390, -0.326, -1.129], [-0.835, 1.324, -0.871], [-1.534, 0.487, 0.530]]
}

---

2.
{
  "formula": "C5H8N",
  "method": "the ωB97M-V functional and the def2-TZVPD basis",
  "homo_ev": -14.075,
  "orbital_gap_ev": 8.48,
  "de_lowest_kcal_mol": 127.4,
  "e_lumo_ev": -5.5977,
  "total_charge": 1,
  "multiplicity": 1,
  "elements": ["C", "C", "C", "C", "C", "N", "H", "H", "H", "H", "H", "H", "H", "H"],
  "xyz": [[-0.062, 1.186, -0.361], [-0.816, 0.007, -0.294], [-1.197, -1.190, -0.513], [1.315, 1.068, -0.422], [-1.837, -2.132, 0.386], [1.751, 2.531, -0.529], [-0.561, 2.186, -0.571], [-1.104, -1.420, -1.603], [-1.582, -2.044, 1.495], [-1.478, -3.233, 0.198], [-2.969, -2.086, 0.260], [2.632, 2.598, 0.016], [0.940, 3.087, -0.228], [1.821, 2.674, -1.590]]
}

---

3.
{
  "formula": "C5H8N",
  "method": "the ωB97M-V functional and the def2-TZVPD basis",
  "homo_ev": -14.649,
  "orbital_gap_ev": 11.19,
  "de_lowest_kcal_mol": 95.7,
  "e_lumo_ev": -3.4600,
  "smiles": "C#CC[NH+]1CC1",
  "total_charge": 1,
  "multiplicity": 1,
  "elements": ["C", "C", "C", "N", "C", "C", "H", "H", "H", "H", "H", "H", "H", "H"],
  "xyz": [[-1.541, 0.266, -2.384], [-0.889, -0.363, -1.600], [0.033, -1.129, -0.562], [0.008, -0.380, 0.744], [1.161, 0.222, 1.470], [0.205, 1.141, 0.710], [-2.299, 0.571, -2.989], [1.111, -1.242, -0.994], [-0.364, -2.139, -0.504], [-0.823, -0.520, 1.449], [2.161, 0.161, 1.014], [1.125, 0.072, 2.576], [-0.365, 1.798, 1.315], [0.478, 1.542, -0.246]]
}

---

4.
{
  "formula": "C5H8N",
  "method": "the ωB97M-V functional and the def2-TZVPD basis",
  "homo_ev": -15.360,
  "orbital_gap_ev": 10.62,
  "de_lowest_kcal_mol": 112.5,
  "e_lumo_ev": -4.7446,
  "total_charge": 1,
  "multiplicity": 1,
  "elements": ["C", "C", "C", "C", "C", "N", "H", "H", "H", "H", "H", "H", "H", "H"],
  "xyz": [[-0.448, 1.387, 0.164], [0.898, 0.123, -0.485], [-0.061, -0.321, 0.393], [2.271, 0.136, -0.216], [-2.654, 0.063, 0.126], [-1.263, 0.440, 0.171], [0.615, 0.478, -1.507], [0.162, -0.798, 1.413], [2.619, 1.216, -0.249], [2.889, -0.405, -0.984], [2.558, -0.378, 0.744], [-3.213, 0.534, 0.902], [-2.551, -1.030, 0.261], [-3.130, 0.305, -0.846]]
}

---

5.
{
  "formula": "C5H8N",
  "method": "the ωB97M-V functional and the def2-TZVPD basis",
  "homo_ev": -12.264,
  "orbital_gap_ev": 8.08,
  "de_lowest_kcal_mol": 113.8,
  "e_lumo_ev": -4.1804,
  "smiles": "C/C=C1C=C/1[NH3+]",
  "total_charge": 1,
  "multiplicity": 1,
  "elements": ["C", "C", "C", "C", "C", "N", "H", "H", "H", "H", "H", "H", "H", "H"],
  "xyz": [[0.234, 2.157, -0.910], [-0.852, 1.437, -0.178], [-0.871, 0.147, 0.257], [-1.284, -1.080, 0.887], [-0.052, -1.109, 0.442], [1.077, -2.087, 0.342], [1.314, 1.780, -0.634], [0.180, 3.193, -0.659], [0.118, 2.002, -1.963], [-1.642, 1.922, 0.176], [-2.156, -1.354, 1.384], [0.938, -2.392, -0.650], [0.999, -2.911, 0.902], [1.996, -1.706, 0.605]]
}

---

6.
{
  "formula": "C5H8N",
  "method": "the ωB97M-V functional and the def2-TZVPD basis",
  "homo_ev": -14.128,
  "orbital_gap_ev": 9.97,
  "de_lowest_kcal_mol": 120.0,
  "e_lumo_ev": -4.1583,
  "total_charge": 1,
  "multiplicity": 1,
  "elements": ["C", "C", "C", "C", "C", "N", "H", "H", "H", "H", "H", "H", "H", "H"],
  "xyz": [[-0.702, -0.244, -0.772], [0.210, 0.281, -1.520], [3.346, 0.442, 0.449], [3.058, -0.637, -0.037], [-2.333, 0.216, 0.989], [-1.530, -0.560, 0.093], [3.961, 1.272, 0.762], [2.568, -1.496, -0.525], [-0.142, 0.649, -2.464], [1.184, 0.359, -0.967], [-2.083, 0.003, 2.130], [-2.105, 1.292, 0.941], [-3.484, -0.019, 0.698], [-1.947, -1.557, 0.223]]
}

---

7.
{
  "formula": "C5H8N",
  "method": "the ωB97M-V functional and the def2-TZVPD basis",
  "homo_ev": -15.389,
  "orbital_gap_ev": 12.35,
  "de_lowest_kcal_mol": 134.8,
  "e_lumo_ev": -3.0431,
  "total_charge": 1,
  "multiplicity": 1,
  "elements": ["C", "C", "C", "C", "C", "N", "H", "H", "H", "H", "H", "H", "H", "H"],
  "xyz": [[1.845, -0.147, -1.705], [2.514, -0.190, -0.669], [-1.496, 0.760, -0.239], [-0.892, -0.764, 1.314], [-0.851, 0.677, 1.021], [-0.415, -0.178, -0.019], [1.246, 0.345, -2.423], [-0.225, 1.323, 1.558], [3.228, -0.674, -0.069], [-2.389, 0.289, -0.341], [-1.269, 1.501, -1.032], [-0.051, -1.326, 1.854], [-1.781, -1.189, 1.164], [0.537, -0.428, -0.415]]
}

---

8.
{
  "formula": "C5H8N",
  "method": "the ωB97M-V functional and the def2-TZVPD basis",
  "homo_ev": -14.437,
  "orbital_gap_ev": 9.29,
  "de_lowest_kcal_mol": 69.9,
  "e_lumo_ev": -5.1463,
  "smiles": "C=C=C/C=[NH+]/C",
  "total_charge": 1,
  "multiplicity": 1,
  "elements": ["C", "C", "C", "C", "N", "C", "H", "H", "H", "H", "H", "H", "H", "H"],
  "xyz": [[3.538, -0.167, -0.036], [2.286, 0.066, -0.054], [1.019, 0.378, 0.227], [-0.375, -0.114, -0.168], [-1.481, 0.353, 0.336], [-2.721, -0.258, -0.128], [4.073, -0.874, 0.581], [3.982, 0.237, -1.034], [0.929, 1.356, 0.642], [-0.450, -0.792, -0.942], [-1.724, 1.034, 1.137], [-3.449, -0.085, 0.660], [-3.002, 0.204, -1.033], [-2.626, -1.336, -0.187]]
}

---

9.
{
  "formula": "C5H8N",
  "method": "the ωB97M-V functional and the def2-TZVPD basis",
  "homo_ev": [-10.347, -12.963],
  "orbital_gap_ev": [6.50, 3.64],
  "de_lowest_kcal_mol": 110.0,
  "e_lumo_ev": [-3.8520, -9.3198],
  "total_charge": 1,
  "multiplicity": 3,
  "elements": ["C", "C", "C", "C", "C", "N", "H", "H", "H", "H", "H", "H", "H", "H"],
  "xyz": [[0.372, -0.751, -1.038], [0.045, 0.367, -0.752], [0.771, -2.097, -1.399], [-1.871, 2.115, 1.584], [-1.746, 3.149, 2.288], [2.166, -2.331, -1.205], [0.154, -2.803, -0.810], [0.531, -2.257, -2.457], [-1.970, 1.215, 1.033], [-0.215, 1.370, -0.580], [-2.245, 4.108, 2.144], [-1.103, 3.197, 3.170], [2.559, -3.121, -1.693], [2.552, -2.162, -0.288]]
}

---

10.
{
  "formula": "C5H8N",
  "method": "the ωB97M-V functional and the def2-TZVPD basis",
  "homo_ev": [-11.440, -14.295],
  "orbital_gap_ev": [6.38, 6.57],
  "de_lowest_kcal_mol": 105.1,
  "e_lumo_ev": [-5.0636, -7.7280],
  "total_charge": 1,
  "multiplicity": 3,
  "elements": ["C", "C", "C", "C", "C", "N", "H", "H", "H", "H", "H", "H", "H", "H"],
  "xyz": [[-3.195, 0.627, -0.124], [2.169, -0.728, 0.067], [1.718, 0.518, -0.766], [-1.279, -0.702, 0.680], [1.332, 0.282, 0.595], [-2.340, -0.213, 0.313], [-3.263, 0.713, -1.230], [-3.886, 1.048, 0.583], [1.747, -1.718, -0.173], [3.096, -0.852, 0.460], [2.418, 1.343, -0.822], [1.284, 0.299, -1.708], [-1.056, -1.711, 0.888], [1.255, 1.094, 1.239]]
}

---

11.
{
  "formula": "C5H8N2",
  "method": "the ωB97M-V functional and the def2-TZVPD basis",
  "homo_ev": [-6.875, -6.875],
  "orbital_gap_ev": [7.57, 7.57],
  "de_lowest_kcal_mol": 83.0,
  "e_lumo_ev": [0.6935, 0.6927],
  "total_charge": 0,
  "multiplicity": 1,
  "elements": ["C", "N", "C", "C", "C", "C", "N", "H", "H", "H", "H", "H", "H", "H", "H"],
  "xyz": [[0.600, 2.531, -0.583], [0.614, 1.299, -0.134], [-0.233, 0.621, 0.675], [-0.341, -0.711, -0.004], [-0.904, -1.915, 0.727], [1.039, -0.750, -0.600], [1.578, 0.402, -0.712], [-0.968, -0.572, -0.914], [1.414, 2.869, -1.203], [-0.277, 3.122, -0.360], [-1.063, 1.174, 1.096], [-0.995, -2.762, 0.038], [-1.914, -1.667, 1.071], [-0.309, -2.215, 1.592], [1.558, -1.625, -0.981]]
}

---

12.
{
  "formula": "C5H8N2",
  "method": "the ωB97M-V functional and the def2-TZVPD basis",
  "homo_ev": -9.006,
  "orbital_gap_ev": 9.66,
  "de_lowest_kcal_mol": 75.2,
  "e_lumo_ev": 0.6593,
  "total_charge": 0,
  "multiplicity": 1,
  "elements": ["C", "C", "C", "C", "C", "N", "N", "H", "H", "H", "H", "H", "H", "H", "H"],
  "xyz": [[-0.775, 0.515, -0.896], [-0.593, 0.775, 0.583], [-0.009, -1.509, -0.272], [-1.008, 2.089, 0.962], [1.339, -2.001, -0.701], [-0.491, -0.668, -1.249], [-0.124, -0.138, 1.297], [-1.148, 1.348, -1.583], [-0.639, -2.323, -0.146], [-1.937, 2.251, 0.493], [-0.162, 2.728, 0.689], [-1.400, 2.259, 1.956], [1.169, -2.416, -1.710], [1.762, -2.834, -0.031], [2.104, -1.212, -0.534]]
}